Formula: C77H180N9O14
Source: the Open Molecules 2025 dataset
Level of theory: ωB97M-V/def2-TZVPD

charge	+5
highest occupied orbital energy	-15.0	eV
LUMO level	-9.0334	eV
2S+1	1

Atoms and positions in Å:
C (18.821287, 17.787454, 16.333076)
C (18.183743, 18.992910, 16.876385)
C (17.826919, 18.949152, 18.376066)
O (16.808850, 17.997654, 18.717202)
C (17.050729, 17.335996, 19.953461)
N (19.114820, 20.100444, 16.765349)
H (19.568062, 20.140892, 15.831774)
H (18.539756, 20.982149, 16.882548)
H (19.843232, 20.019170, 17.461031)
H (18.205909, 16.919823, 16.531872)
H (19.799557, 17.601024, 16.741296)
H (18.954599, 17.823807, 15.259509)
H (17.221230, 19.163226, 16.389111)
H (17.443590, 19.960634, 18.585758)
H (18.739882, 18.816363, 18.980681)
H (16.154002, 16.724754, 20.149888)
H (17.302132, 18.098559, 20.709544)
H (17.905420, 16.645674, 19.827004)
C (15.959534, 19.341096, 12.882686)
C (17.436598, 19.804810, 13.056715)
C (18.393687, 19.100655, 12.201588)
O (18.033406, 19.323934, 10.816318)
C (19.100472, 19.144477, 9.878313)
N (17.477451, 21.304537, 12.894828)
H (18.468549, 21.731757, 12.962934)
H (17.018475, 21.574259, 12.033895)
H (16.949975, 21.633650, 13.708251)
H (15.707239, 18.378826, 13.354370)
H (15.669753, 19.269235, 11.848666)
H (15.324497, 20.078034, 13.391721)
H (17.745061, 19.586008, 14.086920)
H (18.257397, 18.034901, 12.438479)
H (19.428378, 19.433846, 12.441237)
H (19.806782, 20.016901, 9.864344)
H (18.637160, 19.087232, 8.906528)
H (19.662515, 18.184787, 10.079349)
C (23.140132, 11.441702, 19.610875)
C (21.661412, 11.689313, 19.155852)
C (21.417816, 13.204599, 19.131708)
O (20.377643, 13.539310, 18.305028)
C (19.695277, 14.745170, 18.539488)
N (21.418013, 11.098454, 17.792602)
H (22.104214, 11.430961, 17.095373)
H (21.546910, 10.091234, 17.837472)
H (20.458017, 11.305455, 17.435020)
H (23.369389, 10.383324, 19.743050)
H (23.365299, 11.897739, 20.586467)
H (23.894502, 11.848992, 18.893208)
H (20.923711, 11.167619, 19.802210)
H (22.367410, 13.743474, 18.924947)
H (21.078557, 13.416263, 20.152132)
H (20.364809, 15.509708, 18.913093)
H (18.923202, 14.569811, 19.330048)
H (19.088961, 14.961885, 17.666699)
C (13.572461, 20.252272, 21.240091)
C (13.419377, 20.677502, 19.808312)
C (13.273892, 19.512481, 18.850330)
C (13.254672, 20.095924, 17.442291)
N (12.546880, 19.223858, 16.470022)
C (12.778426, 19.696772, 15.035151)
C (11.499529, 20.464224, 14.711434)
C (10.408563, 19.668682, 15.408747)
C (11.000660, 19.303269, 16.721261)
C (13.013253, 17.733144, 16.622935)
C (14.507799, 17.610726, 16.323861)
C (14.773934, 16.081001, 16.354415)
H (14.478891, 19.724017, 21.473645)
H (12.778995, 19.554344, 21.468751)
H (13.379955, 21.065332, 21.936180)
H (14.347563, 21.222620, 19.588349)
H (12.616537, 21.398648, 19.677026)
H (12.385261, 18.945501, 19.155275)
H (14.124014, 18.820181, 18.927852)
H (14.258541, 20.329965, 17.070699)
H (12.699233, 21.045313, 17.369321)
H (12.889348, 18.812334, 14.375773)
H (13.670203, 20.310801, 14.971162)
H (11.336506, 20.634708, 13.648988)
H (11.507831, 21.477782, 15.163838)
H (10.366020, 18.737670, 14.819805)
H (9.425566, 20.119294, 15.486936)
H (10.711102, 18.384849, 17.214680)
H (10.864011, 20.146943, 17.406389)
H (12.434822, 17.204421, 15.864112)
H (12.714518, 17.257089, 17.574443)
H (15.150671, 18.114924, 17.043624)
H (14.745252, 18.014028, 15.338311)
H (15.856718, 15.938849, 16.160215)
H (14.175355, 15.468956, 15.673353)
H (14.669504, 15.700254, 17.388178)
C (18.596689, 20.195610, 23.081305)
C (17.285480, 20.746482, 22.604439)
C (17.342192, 21.788677, 21.521202)
C (17.717480, 23.149859, 22.111908)
N (17.352387, 24.381164, 21.284336)
C (17.245327, 24.235481, 19.777989)
C (17.706676, 25.574202, 19.154907)
C (18.272357, 26.438138, 20.324344)
C (18.449542, 25.416668, 21.470418)
C (16.034629, 24.935579, 21.849424)
C (14.888557, 23.902205, 21.898475)
C (13.725626, 24.558791, 22.594037)
H (19.190043, 19.956446, 22.167462)
H (18.511091, 19.232533, 23.585577)
H (19.154815, 20.883474, 23.697454)
H (16.756464, 21.095716, 23.491613)
H (16.719735, 19.893578, 22.267690)
H (16.331853, 21.819494, 21.109063)
H (18.102521, 21.554254, 20.740596)
H (18.787011, 23.212524, 22.134202)
H (17.341673, 23.265536, 23.120722)
H (16.243883, 23.990030, 19.451333)
H (17.844503, 23.363164, 19.502343)
H (16.830841, 26.122593, 18.793110)
H (18.464016, 25.455396, 18.350001)
H (17.547169, 27.212567, 20.588990)
H (19.259699, 26.855413, 20.124788)
H (18.341647, 25.919878, 22.429955)
H (19.445141, 24.973775, 21.391296)
H (15.735496, 25.787054, 21.282962)
H (16.376261, 25.258296, 22.812132)
H (15.281303, 23.052632, 22.475823)
H (14.573882, 23.513157, 20.920122)
H (13.944629, 24.958273, 23.593582)
H (12.854218, 23.923197, 22.587212)
H (13.409109, 25.368574, 21.928653)
C (17.644643, 11.333826, 16.452485)
C (16.421085, 12.249608, 16.209073)
C (16.097934, 12.323266, 14.705503)
C (17.244718, 13.188420, 14.083187)
N (17.126782, 13.490373, 12.585075)
C (18.286788, 14.277554, 12.064611)
C (17.763690, 14.995659, 10.799200)
C (16.247009, 15.057524, 11.004901)
C (15.981212, 14.472783, 12.379092)
C (16.873680, 12.221528, 11.805698)
C (17.940392, 11.181282, 12.132850)
C (17.477575, 9.906536, 11.394135)
H (17.709241, 11.124735, 17.505690)
H (18.607115, 11.805862, 16.146872)
H (17.492140, 10.406430, 15.895611)
H (16.522504, 13.270502, 16.593968)
H (15.636690, 11.770582, 16.767834)
H (15.139536, 12.801741, 14.628003)
H (16.095383, 11.290610, 14.379417)
H (18.166824, 12.662318, 14.281272)
H (17.225283, 14.136702, 14.621194)
H (19.096580, 13.600759, 11.792961)
H (18.675231, 14.919433, 12.857456)
H (17.944603, 14.398796, 9.898894)
H (18.251583, 15.970211, 10.697009)
H (15.738677, 14.461940, 10.243318)
H (15.799243, 16.051778, 10.971779)
H (15.032399, 13.985252, 12.565550)
H (16.093392, 15.233513, 13.172908)
H (16.963118, 12.402264, 10.727937)
H (15.883108, 11.888486, 12.027344)
H (17.957639, 10.896533, 13.206716)
H (18.938968, 11.463683, 11.784551)
H (18.193737, 9.106560, 11.592699)
H (17.382491, 10.044905, 10.302483)
H (16.454429, 9.634655, 11.690571)
C (13.825337, 10.887997, 25.527165)
C (13.863351, 12.310168, 25.082857)
N (13.481275, 12.589968, 23.626713)
C (12.231711, 12.001240, 23.213872)
C (13.480515, 14.043328, 23.468715)
C (12.580234, 14.784342, 24.416159)
C (14.564727, 11.911881, 22.796107)
C (15.076409, 12.540655, 21.467613)
O (14.056254, 12.556753, 20.453003)
C (14.405348, 13.301477, 19.319823)
H (14.621592, 10.254758, 25.107130)
H (12.846328, 10.396627, 25.437805)
H (14.007532, 10.986217, 26.601215)
H (14.827183, 12.837418, 25.042537)
H (13.163035, 12.841351, 25.730805)
H (12.132242, 12.219011, 22.147934)
H (11.410018, 12.513646, 23.734492)
H (12.198640, 10.933648, 23.371249)
H (13.219319, 14.140466, 22.414235)
H (14.529577, 14.372057, 23.600666)
H (13.101641, 14.973168, 25.387172)
H (11.659179, 14.258726, 24.637229)
H (12.350432, 15.761032, 24.019178)
H (14.340801, 10.853635, 22.660112)
H (15.478016, 11.985945, 23.390306)
H (15.849147, 11.871198, 21.121988)
H (15.531306, 13.489700, 21.732493)
H (14.750254, 14.251074, 19.719946)
H (13.456680, 13.390302, 18.757903)
H (15.199363, 12.880231, 18.700806)
C (23.774909, 24.145304, 15.469704)
C (22.527088, 23.424172, 15.881267)
N (21.319710, 24.297246, 16.115760)
C (20.222643, 23.353234, 16.617304)
C (21.464002, 25.470644, 17.041504)
C (21.573823, 25.083846, 18.509452)
C (20.855815, 24.783935, 14.791069)
C (19.355495, 25.166479, 14.713835)
O (19.016940, 26.159127, 15.631425)
C (18.035819, 27.060856, 15.161937)
H (24.212403, 24.867463, 16.151843)
H (23.586049, 24.678330, 14.525146)
H (24.501410, 23.367329, 15.156860)
H (22.741547, 23.058687, 16.883590)
H (22.304001, 22.595276, 15.219165)
H (19.291092, 23.945067, 16.758018)
H (20.517881, 22.741374, 17.435778)
H (20.012025, 22.708135, 15.731492)
H (20.577942, 26.074810, 16.911201)
H (22.312079, 26.025697, 16.630162)
H (20.611919, 24.907145, 18.957527)
H (22.133706, 25.911045, 18.956613)
H (22.209870, 24.212863, 18.763968)
H (21.019142, 23.977695, 14.066243)
H (21.515543, 25.627328, 14.529265)
H (18.716024, 24.249786, 14.657167)
H (19.241563, 25.648515, 13.738631)
H (17.767099, 27.603392, 16.042106)
H (17.135616, 26.487534, 14.917537)
H (18.356775, 27.683375, 14.315039)
C (23.101922, 17.065962, 19.491160)
C (24.027908, 17.821346, 18.595542)
N (23.931663, 17.719932, 17.117589)
C (22.579161, 17.875783, 16.536262)
C (24.791973, 18.793418, 16.558112)
C (24.223631, 20.172637, 16.409068)
C (24.336310, 16.347861, 16.791284)
C (25.595607, 15.781695, 17.422834)
O (26.662052, 16.604092, 17.154995)
C (27.931729, 15.983877, 17.586648)
H (23.513076, 17.180322, 20.494425)
H (23.038111, 15.987701, 19.306775)
H (22.121548, 17.548754, 19.556246)
H (25.059102, 17.583202, 18.728088)
H (23.886857, 18.877460, 18.800121)
H (22.733784, 17.580290, 15.474643)
H (22.256412, 18.894327, 16.620463)
H (21.881231, 17.251058, 17.070742)
H (25.125667, 18.478355, 15.552223)
H (25.669365, 18.829145, 17.197356)
H (23.539237, 20.181837, 15.545337)
H (25.025187, 20.850014, 16.135186)
H (23.649569, 20.597337, 17.229267)
H (24.387532, 16.312859, 15.719947)
H (23.478217, 15.672911, 17.023699)
H (25.655339, 14.741013, 16.973933)
H (25.447067, 15.574287, 18.514187)
H (28.658365, 16.532971, 17.017144)
H (27.894973, 14.923215, 17.358707)
H (27.901498, 16.128463, 18.649112)
C (22.321231, 21.068414, 13.043338)
C (20.971343, 21.137317, 13.611541)
O (20.658997, 20.233896, 14.436951)
O (20.227347, 22.023420, 13.137242)
H (22.538687, 21.848545, 12.336830)
H (22.591536, 20.074049, 12.627440)
H (23.126132, 21.140729, 13.775791)
C (22.084838, 20.589806, 20.503146)
C (21.488708, 20.546780, 19.119088)
O (21.522922, 21.549095, 18.416022)
O (20.952682, 19.428974, 18.759950)
H (23.140639, 20.627236, 20.266333)
H (21.868915, 19.700598, 21.091504)
H (21.704398, 21.391249, 21.137624)
C (18.374643, 14.951306, 21.955190)
C (17.727328, 14.611332, 23.359600)
O (18.426123, 14.942757, 24.335136)
O (16.552138, 14.027924, 23.294618)
H (19.382142, 14.538910, 21.986567)
H (18.315233, 16.030497, 21.842857)
H (17.882135, 14.520054, 21.082745)
C (15.364395, 23.424715, 16.255450)
C (16.413678, 22.347253, 16.345376)
O (16.419890, 21.440887, 15.443972)
O (17.199580, 22.339978, 17.339814)
H (15.778173, 24.342101, 16.643692)
H (14.475799, 23.291750, 16.854216)
H (14.978668, 23.485977, 15.226171)

Force components x, y, z for each atom (eV/Å):
C 0.156 -1.504 -0.497
C -1.069 -0.501 1.484
C -0.140 0.165 0.495
O 0.344 0.383 -0.943
C 0.375 -0.174 -0.625
N -1.843 1.905 -1.480
H 0.228 0.159 -0.262
H 0.526 -0.264 0.153
H 1.147 -0.157 1.143
H -0.233 -0.312 0.166
H 0.392 0.036 0.437
H 0.003 0.249 -0.431
H 0.319 0.580 -0.453
H 0.026 -0.120 0.180
H -0.218 -0.200 -0.205
H 0.387 0.475 0.360
H -0.342 -0.575 0.163
H -0.271 0.335 0.244
C 0.176 0.532 0.710
C -1.324 0.011 1.042
C 0.807 -0.107 -1.921
O 0.523 -0.057 0.955
C 0.776 -0.129 0.515
N 0.919 -0.360 0.246
H -0.372 -0.722 -0.085
H 0.046 0.117 -0.310
H -0.336 0.427 0.530
H 0.599 0.166 -0.077
H 0.000 0.125 -0.497
H 0.052 -0.128 -0.183
H -0.130 0.435 -0.118
H 0.410 -0.081 -0.058
H -0.550 -0.339 -0.324
H -0.506 -0.778 0.258
H -0.105 -0.089 -0.284
H -0.457 0.953 -0.183
C -0.089 -0.164 -0.399
C 0.898 0.259 0.735
C 0.050 -0.187 1.604
O -0.300 -0.914 -2.131
C -1.451 -0.592 1.500
N 0.020 0.163 -0.820
H -0.336 0.035 0.317
H -0.109 -0.320 0.009
H 0.754 0.012 0.427
H -0.163 -0.059 -0.087
H -0.446 0.045 -0.323
H -0.762 -0.171 0.333
H 0.536 0.427 -0.271
H -0.455 -0.130 -0.084
H 0.630 0.256 0.276
H 0.082 0.520 -0.392
H 0.706 0.181 -0.240
H 0.530 0.435 -0.373
C -1.410 -0.228 0.568
C 1.435 0.395 0.182
C 0.227 0.392 -0.024
C -0.404 0.434 -0.133
N -0.180 -1.856 0.079
C -0.826 -0.142 -0.166
C -0.194 1.409 0.586
C 0.318 -1.671 -1.509
C 1.248 0.924 0.913
C -0.026 1.205 -0.766
C -0.806 -1.343 -0.032
C 1.529 0.396 0.777
H 0.642 0.051 -0.041
H -0.361 -0.401 0.196
H 0.441 0.188 0.049
H -0.086 0.120 -0.489
H -0.289 -0.076 0.056
H -0.089 0.164 -0.455
H -0.099 0.183 0.159
H -0.007 -0.352 0.108
H 0.253 -0.203 0.380
H -0.122 0.447 0.456
H 0.179 -0.060 0.199
H 0.015 -0.292 -0.012
H 0.358 -0.371 -0.209
H -0.711 0.150 0.077
H 0.023 0.095 -0.083
H -0.300 -0.108 -0.173
H 0.046 -0.339 0.144
H 0.042 0.028 -0.133
H 0.242 0.875 -0.171
H -0.154 -0.116 0.159
H -0.094 -0.011 -0.004
H -0.484 -0.159 -0.226
H 0.013 0.290 0.022
H -0.282 0.118 -0.447
C 1.153 -0.663 -1.246
C -0.083 -0.729 0.930
C -0.012 0.679 -0.259
C 0.371 -0.179 -1.140
N -0.554 0.513 0.254
C 0.845 -0.521 -0.293
C 0.224 0.442 0.362
C -0.115 -1.164 0.288
C -0.400 1.215 -0.531
C 0.482 -1.284 -0.606
C 1.300 -0.172 0.808
C -0.516 0.691 -0.648
H 0.045 0.233 0.561
H -0.217 0.232 0.294
H 0.270 0.160 0.215
H -0.370 0.326 -0.111
H -0.445 -0.254 -0.394
H 0.195 0.159 -0.475
H -0.741 -0.185 0.349
H 0.603 -0.210 0.405
H -0.184 0.291 0.074
H -0.269 -0.094 0.394
H 0.123 0.411 -0.158
H 0.273 -0.300 -0.446
H -0.753 -0.099 0.422
H 0.400 0.020 0.016
H -0.288 0.287 -0.146
H 0.058 -0.392 0.197
H -0.352 -0.377 0.074
H -0.024 0.724 -0.575
H -0.561 0.192 0.839
H -0.466 0.069 -0.100
H 0.289 0.310 0.080
H -0.100 -0.265 -0.334
H -0.165 -0.432 0.486
H 0.005 0.363 0.388
C 0.236 1.031 -0.346
C 0.846 -0.341 -0.358
C 1.185 0.657 0.741
C -1.182 -0.703 -0.145
N -0.970 0.516 1.154
C 0.723 -0.505 -0.848
C 0.035 -0.034 0.442
C -0.994 0.120 -0.093
C 0.586 0.211 0.582
C 1.957 0.203 0.008
C -1.036 -1.255 -0.140
C 0.007 0.085 -0.458
H 0.119 -0.290 0.471
H -0.521 -0.297 0.060
H 0.183 -0.019 0.157
H 0.222 -0.178 0.225
H -0.720 0.012 -0.058
H -0.542 0.068 -0.520
H -0.263 -0.002 -0.631
H 0.345 0.215 -0.301
H 0.240 0.148 -0.288
H -0.060 -0.086 0.222
H -0.393 0.163 -0.065
H 0.347 0.253 0.248
H -0.193 -0.200 -0.105
H 0.014 0.133 0.043
H 0.243 0.028 -0.188
H -0.123 -0.210 -0.329
H 0.085 -0.210 -0.345
H -0.258 0.401 0.289
H -0.587 -0.223 0.246
H 0.168 0.455 -0.610
H -0.187 0.073 0.187
H -0.378 -0.107 -0.137
H 0.422 0.057 0.375
H 0.425 -0.191 0.304
C 0.674 -0.623 0.400
C -0.368 0.841 -0.631
N 1.273 -1.801 0.543
C -1.815 0.622 -0.523
C 0.947 0.815 -1.002
C 0.465 0.216 1.227
C 1.570 0.382 -0.624
C -1.721 -0.629 0.415
O 0.111 -0.455 0.645
C -0.864 0.250 0.654
H -0.371 0.171 0.106
H 0.287 0.274 -0.141
H 0.096 -0.418 -0.024
H 0.033 -0.528 1.043
H 0.098 0.214 -0.376
H -0.109 -0.218 0.048
H 0.177 -0.507 -0.103
H 0.073 -0.108 0.162
H -0.159 0.593 0.001
H -0.397 -0.158 -0.198
H -0.450 -0.185 -0.756
H -0.265 0.121 -0.019
H -0.174 0.223 -0.237
H -0.452 0.213 0.127
H -0.088 -0.099 0.074
H 0.593 -0.322 0.067
H -0.102 0.453 -0.396
H 0.084 0.704 -0.536
H 0.681 0.195 -0.057
H 0.062 -0.331 0.021
C 0.203 0.096 -2.218
C 0.962 0.714 2.435
N -1.795 -1.488 -0.363
C -1.075 0.815 -2.084
C 0.673 -0.664 0.108
C 1.765 -0.035 -0.100
C -0.398 0.624 -0.696
C 0.912 0.181 -1.520
O 0.177 -0.445 0.549
C -0.727 -0.729 0.134
H -0.034 -0.306 0.334
H 0.187 0.058 0.166
H -0.128 0.517 0.547
H -0.230 -0.670 -0.013
H -0.484 0.190 0.012
H 0.818 -0.395 0.342
H 0.374 0.022 0.635
H 0.181 0.191 0.687
H -0.043 0.048 -0.224
H -0.001 0.016 0.464
H -0.368 0.172 0.252
H -0.586 0.077 0.406
H -0.375 0.195 -0.588
H -0.098 0.189 0.115
H -0.488 -0.163 0.011
H 0.180 0.701 0.605
H 0.203 -0.390 -0.403
H -0.066 0.976 0.242
H -0.042 0.111 -0.440
H 0.053 -0.157 0.335
C -0.433 -0.312 0.398
C -0.290 1.443 0.326
N -1.231 -0.071 0.589
C 0.239 -0.175 -0.751
C 1.864 0.009 -0.778
C -1.290 0.315 -0.912
C -0.233 -1.477 -0.454
C -1.012 -1.219 0.149
O 0.694 -0.648 -0.274
C -1.972 0.670 -0.467
H 0.125 -0.107 0.059
H -0.054 0.186 -0.088
H -0.025 -0.251 -0.363
H 0.619 0.008 0.712
H 0.105 0.183 0.194
H -0.681 0.285 0.610
H -0.247 0.343 0.012
H -0.105 -0.337 0.010
H -0.083 -0.148 0.537
H 0.136 -0.166 -0.151
H 0.109 0.093 0.298
H 0.286 0.012 0.205
H 0.178 -0.104 0.370
H 0.449 -0.046 -0.655
H 0.567 0.565 0.178
H 0.351 0.902 0.182
H 0.164 0.307 -0.486
H 0.669 -0.064 0.285
H 0.277 -0.099 -0.219
H 0.905 0.032 0.606
C 2.549 -0.729 -0.381
C -0.473 -0.856 -0.219
O -0.488 0.101 0.456
O -1.155 0.342 0.332
H -0.180 0.174 -0.530
H -0.700 0.500 -0.124
H -0.200 0.234 0.493
C -0.257 -0.547 0.199
C -1.444 -1.886 0.821
O 0.397 0.910 -0.670
O 0.331 0.574 -0.162
H 0.508 0.457 0.759
H 0.113 -0.320 -0.313
H 0.485 0.476 -0.468
C -0.514 -0.500 0.662
C -0.637 -0.483 0.103
O -1.380 -0.567 -1.299
O 2.194 1.220 0.566
H 0.282 0.507 -0.016
H 0.581 0.099 0.099
H -0.455 -0.246 0.152
C -0.162 0.237 -0.742
C 0.297 -1.264 0.808
O 0.023 0.468 0.059
O -0.344 0.029 -0.869
H 0.192 0.542 -0.318
H -0.171 -0.690 0.514
H 0.388 0.376 0.297